1.
Entry from OMol25: a structure of composition C33H47F6N5PSV (wB97M-V/def2-TZVPD).

Summary:
<S²> = 2.086
LUMO (alpha / beta) = 0.20 / -0.20 eV
HOMO-LUMO gap (alpha / beta) = 5.5 / 7.8 eV

```
! RIJCOSX wB97M-V def2-TZVPD def2/J DEFGRID3
* xyz 0 3
V 1.225 0.903 0.428
S 1.415 2.266 2.583
P 4.247 1.955 -0.528
F 3.476 0.502 -0.673
F 4.847 3.401 -0.306
F 4.356 1.664 1.071
F 2.690 2.555 -0.251
F 5.658 1.270 -0.761
F 4.053 2.226 -2.088
N 0.479 1.142 -1.472
N 3.645 1.084 3.620
N -0.804 1.162 0.766
N 2.497 2.302 5.010
N 1.313 -0.705 0.684
C 0.641 1.095 -3.864
C 4.354 -2.038 3.007
C 2.656 -2.651 1.258
C -0.766 1.113 -4.009
C 1.654 -4.843 1.036
C -2.391 2.281 -5.507
C -1.433 1.033 1.961
C -1.593 1.179 -0.354
C -3.627 1.076 0.964
C -5.574 2.222 2.013
C 4.991 -2.046 0.570
C 2.729 -4.035 1.363
C 1.199 1.102 -2.617
C 1.447 -2.081 0.819
C -1.258 -2.736 -1.466
C -3.004 1.165 -0.247
C -2.105 -2.576 0.907
C -1.463 1.067 -5.365
C 3.866 -1.805 1.578
C 2.566 1.844 3.741
C -1.502 1.147 -2.854
C -0.888 1.166 -1.587
C -5.139 1.041 1.134
C -0.941 -2.285 -0.040
C -0.465 1.084 -6.523
C 0.475 -4.269 0.585
C 3.757 2.088 5.716
C -2.292 -0.223 -5.455
C -2.785 0.992 2.108
C -5.873 1.135 -0.203
C 4.394 0.976 4.866
C 0.350 -2.894 0.466
C -5.537 -0.276 1.816
H 4.255 -0.009 5.313
H -2.150 -2.221 -1.832
H -1.449 -3.811 -1.516
H -1.008 1.061 -7.469
H 5.825 -1.367 0.755
H -1.655 -1.102 -5.344
H -0.787 0.959 2.823
H 3.654 -4.491 1.697
H 1.301 1.070 -4.718
H -2.310 -3.648 0.965
H -3.159 2.294 -4.733
H -5.628 0.295 -0.856
H 3.553 -0.767 1.473
H 0.149 1.987 -6.512
H 3.564 -1.836 3.732
H -0.802 -1.208 -0.067
H -5.308 3.171 1.546
H -5.102 2.186 2.996
H 1.737 -5.918 1.125
H 5.214 -1.399 3.229
H -3.057 -0.261 -4.678
H -5.063 -0.384 2.792
H 1.852 3.040 5.234
H 3.589 1.776 6.744
H -1.826 3.212 -5.437
H 3.949 0.731 2.727
H -2.582 1.148 -2.903
H 2.268 1.067 -2.503
H -2.792 -0.281 -6.425
H 5.456 1.138 4.698
H -6.619 -0.310 1.960
H -2.893 2.256 -6.477
H -3.584 1.214 -1.155
H -3.011 -2.076 0.557
H -6.656 2.201 2.158
H 5.359 -3.073 0.640
H -5.636 2.063 -0.727
H -3.195 0.889 3.102
H -1.890 -2.217 1.915
H -0.433 -2.507 -2.142
H -6.950 1.117 -0.029
H 4.679 -3.070 3.150
H -0.362 -4.904 0.319
H -5.246 -1.133 1.205
H 0.197 0.217 -6.499
H 4.365 2.996 5.714
H 4.643 -1.874 -0.448
*
```

2.
Entry from OMol25: a structure of composition C33H47MnN5P2S (wB97M-V/def2-TZVPD).

Summary:
<S²> = 3.864
LUMO (alpha / beta) = -6.07 / -7.59 eV
HOMO-LUMO gap (alpha / beta) = 7.0 / 6.0 eV

```
! RIJCOSX wB97M-V def2-TZVPD def2/J DEFGRID3
* xyz 2 4
Mn -0.529 -0.601 -0.415
S -1.884 0.951 -1.522
P 1.550 -0.544 -1.708
P -1.315 -0.253 1.753
N -3.010 -1.430 -2.033
N -1.924 -1.797 -1.293
N 0.037 -2.593 0.244
N 0.258 1.392 0.016
N -4.088 0.367 -2.884
C 1.274 -4.352 1.308
C -1.782 -3.058 -1.186
C -0.495 4.145 2.393
C 0.195 3.413 1.451
C 1.520 1.241 -2.024
C 0.998 -3.020 1.075
C 3.890 0.342 -0.352
C -2.417 4.482 3.998
C 0.611 3.393 -1.404
C -0.246 2.121 1.086
C -1.634 3.637 3.031
C -0.475 -4.896 -0.198
C 1.200 3.953 -2.513
C -3.319 -1.184 3.613
C -3.073 -0.138 -2.185
C -0.371 -0.027 4.452
C 3.331 -0.810 -1.193
C -1.275 1.540 1.871
C 1.339 -0.167 2.660
C 2.121 1.830 -3.116
C -2.940 -1.015 2.143
C 2.707 3.833 -4.541
C 0.819 2.031 -1.084
C -4.037 -0.295 1.347
C 3.613 -2.146 -0.492
C 1.674 -2.817 -3.319
C 2.008 3.202 -3.371
C 0.536 -5.316 0.648
C 0.170 -0.941 -4.102
C -1.973 2.303 2.786
C 1.479 -1.299 -3.392
C -0.701 -3.543 -0.362
C -0.070 -0.642 3.082
H 2.315 -0.872 -3.947
H 2.665 -3.093 -2.957
H -4.168 1.356 -3.029
H -1.755 4.974 4.714
H -4.792 -0.247 -3.264
H 3.033 -2.980 -0.887
H 0.926 -3.287 -2.672
H -4.295 0.659 1.810
H 4.934 0.123 -0.109
H -0.102 -1.731 3.174
H 2.782 3.144 -5.383
H 0.035 0.135 -4.205
H 2.068 -4.618 1.997
H 1.099 3.817 1.012
H 3.726 4.113 -4.258
H -4.276 -1.708 3.660
H -0.076 3.984 -0.819
H -2.485 -3.713 -1.681
H -1.323 -0.339 4.878
H -2.593 -1.780 4.169
H 2.200 4.740 -4.870
H 1.009 4.996 -2.743
H 1.475 0.879 2.938
H 3.419 -2.061 0.580
H -1.101 -5.602 -0.732
H 1.562 -3.245 -4.317
H 2.107 -0.743 3.186
H -0.349 1.061 4.404
H -2.771 1.853 3.367
H 1.578 -2.270 1.571
H 3.865 1.299 -0.870
H 3.347 0.447 0.593
H -2.949 5.271 3.463
H -3.449 -0.224 4.119
H 3.838 -0.816 -2.160
H -0.691 -1.340 -3.567
H 0.418 -0.341 5.145
H -3.150 3.895 4.549
H -0.145 5.141 2.651
H -3.744 -0.099 0.317
H 0.738 -6.370 0.796
H 0.165 -1.381 -5.102
H 1.531 -0.228 1.591
H -4.938 -0.912 1.329
H 4.670 -2.396 -0.605
H 2.685 1.223 -3.816
H -2.813 -2.011 1.714
*
```